(1)
{
  "formula": "C9H30KO6",
  "method": "ωB97M-V/def2-TZVPD",
  "symbols": ["K", "O", "H", "H", "O", "H", "H", "O", "H", "H", "C", "C", "C", "O", "H", "H", "H", "H", "H", "H", "H", "H", "C", "C", "C", "O", "H", "H", "H", "H", "H", "H", "H", "H", "C", "C", "C", "O", "H", "H", "H", "H", "H", "H", "H", "H"],
  "xyz": [[15.6112, 0.7412, -13.6818], [14.7467, -0.2548, -12.0833], [15.2931, 0.3956, -11.6421], [13.8634, 0.1128, -12.0520], [15.0502, 2.5885, -14.8180], [14.3827, 2.5893, -15.5040], [14.5549, 2.5265, -14.0013], [16.6832, -0.8552, -13.2419], [16.2282, -1.3241, -12.5424], [17.5485, -1.2626, -13.2806], [17.2849, 2.5702, -11.3868], [15.8208, 2.0358, -11.1229], [14.9174, 3.0244, -10.3497], [15.1470, 1.7288, -12.3738], [17.7263, 2.5171, -10.3916], [17.4100, 3.5091, -11.9261], [17.9325, 1.8673, -11.9109], [16.0206, 1.1460, -10.5259], [15.3481, 3.4521, -9.4444], [14.1447, 2.4397, -9.8506], [14.5821, 3.7199, -11.1191], [14.1936, 1.7011, -12.2650], [18.1064, -0.3398, -15.0955], [17.8474, 1.1199, -15.4342], [17.6012, 1.3765, -16.8630], [16.6867, 1.6173, -14.7255], [17.1037, -0.7275, -14.9160], [18.7365, -0.5676, -14.2357], [18.6207, -0.9266, -15.8567], [18.6808, 1.7355, -15.0956], [16.6468, 0.9578, -17.1823], [18.3824, 0.8056, -17.3649], [17.7963, 2.3283, -17.3572], [16.4721, 2.4814, -15.0846], [14.8834, -1.4343, -14.4925], [14.2955, -0.3007, -15.3839], [13.1256, -0.7796, -16.2892], [13.8210, 0.6651, -14.4513], [14.9810, -1.1142, -13.4552], [15.8426, -1.8387, -14.8157], [14.2529, -2.3224, -14.5355], [15.0518, 0.1136, -16.0507], [12.7275, -0.0452, -16.9894], [12.3366, -1.2060, -15.6696], [13.4718, -1.4714, -17.0571], [12.9359, 0.4438, -14.1523]],
  "lowdin_charge": [1.023, -0.151, 0.010, 0.100, -0.064, 0.115, 0.059, -0.298, 0.091, 0.084, 0.012, -0.362, -0.001, -0.409, 0.094, 0.100, 0.079, 0.147, 0.096, 0.089, 0.102, 0.115, -0.018, -0.397, -0.037, -0.384, 0.043, 0.095, 0.109, 0.148, 0.090, 0.090, 0.100, 0.070, -0.058, -0.383, -0.014, -0.231, 0.017, 0.097, 0.109, 0.125, 0.083, 0.090, 0.093, 0.132],
  "charge": 1,
  "homo_energy_ev": -12.32,
  "gap_ev": 9.20,
  "lumo_energy_ev": -3.12,
  "molar_mass_g_mol": 273.43,
  "e_tot_ev": -38403.35894
}

=====

(2)
{
  "formula": "C9H30O10",
  "method": "ωB97M-V/def2-TZVPD",
  "symbols": ["O", "H", "H", "O", "H", "H", "C", "C", "C", "O", "C", "O", "O", "H", "H", "H", "H", "H", "H", "C", "O", "H", "H", "H", "H", "C", "O", "H", "H", "H", "H", "C", "O", "H", "H", "H", "H", "C", "O", "H", "H", "H", "H", "C", "O", "H", "H", "H", "H"],
  "xyz": [[1.9598, -0.4845, -1.5741], [1.8388, -0.2728, -2.4998], [1.1189, -0.2741, -1.1680], [-0.4289, 0.1511, -0.4218], [-1.0600, -0.2510, 0.1751], [-0.5416, 1.0927, -0.2915], [1.2129, -2.3107, 1.5084], [2.6772, -2.6854, 1.1997], [3.6545, -1.5128, 0.8460], [4.7792, -1.7736, 1.5896], [4.4723, -2.6192, 2.5512], [5.1936, -3.0397, 3.4903], [3.2511, -3.0152, 2.4248], [1.0413, -1.5616, 2.2814], [0.7241, -3.1996, 1.9071], [0.5934, -1.9907, 0.6706], [2.8805, -3.5138, 0.5211], [3.1903, -0.5597, 1.0993], [3.8140, -1.5726, -0.2306], [-2.2126, 3.2095, -0.2848], [-0.8854, 2.7497, -0.4213], [-2.3456, 4.1013, -0.8973], [-2.9651, 2.5018, -0.6324], [-2.3464, 3.4437, 0.7713], [-0.3582, 3.5324, -0.2451], [-2.8481, -1.8739, 1.7145], [-2.5053, -0.6273, 1.1496], [-3.4606, -1.7242, 2.6036], [-3.1753, -2.6576, 1.0314], [-1.9341, -2.3089, 2.1189], [-3.2636, -0.0394, 1.1823], [-2.9490, -0.9227, -2.0961], [-1.5846, -0.8879, -2.4996], [-3.6481, -1.2198, -2.8778], [-3.0330, -1.7077, -1.3445], [-3.0947, 0.0305, -1.5879], [-1.0978, -0.3968, -1.8337], [-1.2925, 2.4963, -3.7405], [-0.5152, 1.9681, -4.8090], [-1.2316, 3.5828, -3.8038], [-2.3253, 2.1689, -3.8596], [-1.0131, 2.0101, -2.8058], [-1.0089, 2.3164, -5.5550], [1.5830, 1.7088, 2.1641], [2.8023, 1.4432, 2.8028], [1.7236, 2.3148, 1.2690], [1.0220, 0.8128, 1.8986], [1.0397, 2.3326, 2.8740], [2.5524, 1.0353, 3.6352]],
  "mulliken_spin": [0.002, 0.000, 0.001, -0.001, 0.001, 0.000, 0.000, 0.000, 0.000, 0.000, 0.000, 0.000, 0.000, 0.000, 0.000, -0.001, 0.000, 0.000, 0.000, 0.000, 0.001, 0.000, 0.000, 0.000, 0.000, 0.000, 0.001, 0.000, 0.001, 0.001, 0.000, 0.037, 0.800, 0.029, 0.102, 0.023, -0.002, -0.001, 0.004, 0.000, 0.001, 0.002, 0.000, 0.000, 0.000, 0.000, 0.000, 0.000, 0.000],
  "charge": 1,
  "spin_multiplicity": 2,
  "homo_energy_ev": [-11.88, -11.88],
  "gap_ev": [8.54, 2.14],
  "s2": 0.754,
  "lumo_energy_ev": [-3.34, -9.74],
  "molar_mass_g_mol": 298.33,
  "e_tot_ev": -30281.92950
}

=====

(3)
{
  "formula": "C9H34AgN2O8V",
  "method": "ωB97M-V/def2-TZVPD",
  "symbols": ["V", "Ag", "O", "H", "O", "H", "C", "C", "C", "O", "C", "N", "H", "H", "H", "H", "H", "H", "H", "H", "H", "H", "H", "C", "C", "C", "O", "C", "N", "H", "H", "H", "H", "H", "H", "H", "H", "H", "H", "H", "O", "H", "H", "O", "H", "H", "O", "H", "H", "C", "O", "H", "H", "H", "H"],
  "xyz": [[-4.0374, 14.4617, -6.3142], [-5.9195, 16.8229, -4.9754], [-6.0568, 14.8184, -6.0514], [-6.8094, 14.3659, -6.4797], [-3.7650, 16.1926, -5.0427], [-2.8928, 16.3213, -4.6217], [-0.5223, 14.1768, -2.8438], [-1.0720, 13.2149, -1.7542], [-0.1008, 12.7204, -0.8089], [0.8966, 12.0422, -1.4160], [1.9354, 11.7931, -0.4911], [-2.1322, 13.7927, -0.9869], [-1.2286, 14.5773, -3.5711], [0.2688, 13.6818, -3.4069], [-0.0928, 15.0647, -2.3800], [-1.4486, 12.3289, -2.2653], [-0.5302, 12.0778, -0.0403], [0.2443, 13.6162, -0.2926], [2.1419, 12.6737, 0.1171], [2.8829, 11.4613, -0.9157], [1.4607, 11.0985, 0.2020], [-2.6822, 13.0075, -0.6689], [-1.7266, 14.3402, -0.2414], [-2.1931, 17.7520, -0.1524], [-2.3365, 18.0414, -1.6291], [-0.9119, 17.9672, -2.2737], [-0.0157, 18.8870, -1.5910], [1.3026, 19.0486, -2.2187], [-3.2377, 17.0844, -2.2829], [-3.1433, 17.8263, 0.3765], [-1.5332, 18.3903, 0.4352], [-1.9154, 16.7138, 0.0298], [-2.4456, 19.0966, -1.8797], [-1.1669, 18.0929, -3.3260], [-0.3049, 17.0774, -2.1067], [1.8376, 19.8845, -1.7681], [1.1898, 19.2914, -3.2753], [1.8185, 18.0884, -2.2219], [-2.9142, 16.1358, -2.1583], [-3.0698, 17.1115, -3.2784], [0.1363, 16.1154, -5.9286], [0.9778, 16.5286, -5.7350], [-0.4651, 16.8476, -6.0641], [-1.7982, 14.2037, -6.4375], [-1.2999, 13.7377, -7.1090], [-1.1983, 14.8776, -6.1179], [-2.2152, 18.4530, -6.0024], [-2.7470, 19.2480, -5.9648], [-2.7854, 17.7663, -5.6567], [-5.5485, 18.5008, -8.1144], [-5.6904, 17.4764, -7.1167], [-5.5074, 18.0379, -9.1004], [-6.4468, 19.1145, -8.1827], [-4.5700, 18.9810, -8.1252], [-4.9928, 16.8922, -7.4228]],
  "mulliken_spin": [3.083, -0.025, -0.031, 0.006, -0.041, -0.011, -0.002, 0.002, 0.001, 0.000, 0.000, 0.005, 0.015, 0.001, 0.028, 0.001, 0.000, 0.000, 0.000, 0.000, 0.000, 0.000, -0.001, -0.004, 0.022, -0.015, 0.664, 0.005, 0.072, 0.003, 0.000, 0.002, 0.014, 0.019, 0.110, 0.001, 0.030, 0.037, -0.005, 0.003, 0.001, 0.000, 0.000, 0.000, 0.000, 0.001, 0.000, -0.001, 0.011, -0.005, 0.006, 0.000, 0.000, -0.001, 0.000],
  "charge": 2,
  "spin_multiplicity": 5,
  "homo_energy_ev": [-14.10, -14.10],
  "gap_ev": [8.05, 2.99],
  "s2": 6.012,
  "lumo_energy_ev": [-6.04, -11.10],
  "molar_mass_g_mol": 457.19,
  "e_tot_ev": -58910.60449
}

=====

(4)
{
  "formula": "C9H36N19NiO12",
  "method": "ωB97M-V/def2-TZVPD",
  "symbols": ["Ni", "N", "O", "O", "O", "C", "O", "N", "N", "H", "H", "H", "H", "C", "O", "N", "N", "H", "H", "H", "H", "C", "O", "N", "N", "H", "H", "H", "H", "C", "O", "N", "N", "H", "H", "H", "H", "C", "O", "N", "N", "H", "H", "H", "H", "C", "O", "N", "N", "H", "H", "H", "H", "C", "O", "N", "N", "H", "H", "H", "H", "C", "O", "N", "N", "H", "H", "H", "H", "C", "O", "N", "N", "H", "H", "H", "H"],
  "xyz": [[-0.8872, 2.2514, 1.9689], [-0.1951, -0.4536, 0.2508], [0.5820, -1.2117, 0.8173], [-0.7700, 0.5493, 0.7967], [-0.7007, -0.8184, -0.8276], [1.5690, 3.9145, 0.7723], [0.6946, 3.0198, 0.8508], [2.1832, 4.4853, 1.8177], [1.9012, 4.4092, -0.4394], [1.9573, 4.2638, 2.7680], [3.0438, 4.9681, 1.6281], [2.5627, 5.1619, -0.4946], [1.7328, 3.7731, -1.2057], [-3.5710, 1.5760, 3.3641], [-2.3466, 1.5330, 3.0763], [-4.5923, 1.4967, 2.4935], [-3.9430, 1.6818, 4.6555], [-4.3556, 1.6892, 1.5271], [-5.5394, 1.7142, 2.7464], [-4.9224, 1.7648, 4.8553], [-3.2603, 1.9165, 5.3533], [-4.2651, 0.4012, -1.0064], [-5.4782, 0.6009, -1.1219], [-3.7464, -0.4137, -0.0642], [-3.3044, 0.9953, -1.7280], [-4.3925, -0.8461, 0.5724], [-2.7678, -0.5780, 0.0852], [-3.4292, 1.3310, -2.6678], [-2.4265, 0.5749, -1.4627], [4.4710, -0.0804, 1.6691], [5.4659, 0.1928, 1.0117], [4.4961, -0.8975, 2.7479], [3.2352, 0.4319, 1.4091], [5.3824, -1.2809, 3.0334], [3.7821, -1.0360, 3.4384], [2.5775, 0.3742, 2.1639], [2.9363, 0.9025, 0.5799], [3.1840, -3.9133, -0.4825], [3.6108, -4.6895, -1.3336], [3.8095, -3.7840, 0.7375], [2.1568, -3.0733, -0.6889], [4.4677, -4.4778, 1.0296], [3.4210, -3.0765, 1.3340], [1.7362, -2.4553, -0.0108], [1.6663, -3.1534, -1.5625], [-0.0455, 2.8811, -3.2258], [-1.1299, 3.3558, -3.5184], [1.1090, 3.1744, -3.8899], [0.1309, 1.9484, -2.2453], [1.8600, 2.5102, -3.8392], [1.0896, 3.8396, -4.6419], [1.0014, 1.5178, -1.9948], [-0.6405, 1.7218, -1.6415], [-2.0417, -5.0265, -2.3732], [-2.1934, -6.2374, -2.2473], [-2.5924, -4.3097, -3.3778], [-1.2264, -4.2854, -1.5529], [-3.2688, -4.8673, -3.8744], [-2.4246, -3.3255, -3.4574], [-0.9339, -4.8695, -0.7836], [-1.1184, -3.2897, -1.5461], [1.0385, 1.2002, 4.2557], [0.6321, 1.6049, 3.1322], [0.8603, -0.0430, 4.6716], [1.5126, 2.0939, 5.1429], [0.2948, -0.6225, 4.0649], [1.0967, -0.4143, 5.5749], [2.0712, 2.9067, 4.9332], [1.8974, 1.7723, 6.0238], [-1.0187, -1.3216, -4.6609], [-2.0971, -0.7738, -4.4379], [-0.9748, -2.3399, -5.5768], [0.1478, -1.2025, -3.9649], [-1.7550, -2.4969, -6.1867], [-0.0682, -2.7293, -5.7562], [0.0423, -0.4484, -3.2990], [1.0129, -1.6581, -4.1648]],
  "mulliken_spin": [1.866, 0.013, -0.001, 0.040, 0.005, 0.002, 0.011, 0.000, 0.001, 0.000, 0.000, 0.000, 0.000, 0.002, 0.018, 0.000, 0.001, 0.000, 0.000, 0.000, 0.000, 0.000, 0.000, -0.001, -0.001, 0.000, 0.001, 0.000, 0.001, 0.000, 0.000, 0.000, -0.001, 0.000, 0.000, 0.000, 0.000, 0.000, 0.000, 0.000, 0.000, 0.000, 0.000, 0.000, 0.000, 0.000, 0.000, 0.000, 0.000, 0.000, 0.000, 0.000, 0.001, 0.000, 0.000, 0.000, 0.000, 0.000, 0.000, 0.000, 0.000, 0.012, 0.020, 0.004, 0.003, 0.000, 0.000, 0.000, 0.001, 0.000, 0.000, 0.000, 0.000, 0.000, 0.000, 0.000, 0.000],
  "charge": 1,
  "spin_multiplicity": 3,
  "homo_energy_ev": [-10.83, -10.83],
  "gap_ev": [6.87, 5.54],
  "s2": 2.003,
  "lumo_energy_ev": [-3.96, -5.29],
  "molar_mass_g_mol": 661.20,
  "e_tot_ev": -103841.07965
}

=====

(5)
{
  "formula": "C9H36O9",
  "method": "ωB97M-V/def2-TZVPD",
  "symbols": ["C", "O", "H", "H", "H", "H", "C", "O", "H", "H", "H", "H", "C", "O", "H", "H", "H", "H", "C", "C", "C", "O", "H", "H", "H", "H", "H", "H", "H", "H", "C", "C", "C", "O", "H", "H", "H", "H", "H", "H", "H", "H", "O", "H", "H", "O", "H", "H", "O", "H", "H", "O", "H", "H"],
  "xyz": [[-0.0079, 2.9777, -0.4996], [0.5994, 1.8180, -1.1029], [0.6409, 3.3339, 0.3006], [-0.0831, 3.7362, -1.2787], [-0.9657, 2.7093, -0.0539], [0.5383, 1.8867, -2.0585], [-2.4553, 0.6475, 1.5566], [-1.2565, 0.1167, 2.1642], [-2.2386, 0.5620, 0.4918], [-3.3935, 0.1506, 1.8036], [-2.6455, 1.6516, 1.9356], [-1.4314, 0.0349, 3.1046], [-3.1333, -1.5348, -1.4948], [-2.6572, -2.8993, -1.4774], [-3.7945, -1.3267, -0.6536], [-2.3030, -0.8771, -1.2380], [-3.7574, -1.2117, -2.3280], [-3.4211, -3.4102, -1.7551], [3.2458, 0.9795, 5.3470], [3.0612, 0.4625, 3.9517], [2.0503, 1.1780, 3.0343], [4.2920, 0.4200, 3.2497], [4.0544, 0.4533, 5.8545], [2.2955, 0.8283, 5.8590], [3.4120, 2.0556, 5.3969], [2.7928, -0.5720, 4.1661], [1.0444, 0.8337, 3.2746], [2.2061, 0.9381, 1.9825], [2.1516, 2.2600, 3.1191], [4.9426, 0.2585, 3.9369], [-1.8574, 1.0124, -5.0858], [-1.0335, 0.9985, -3.7682], [0.0528, -0.0617, -3.8402], [-0.4691, 2.2808, -3.5852], [-1.3044, 1.1874, -6.0086], [-2.6023, 1.8035, -5.0009], [-2.3558, 0.0445, -5.1411], [-1.6653, 0.7493, -2.9156], [0.7302, 0.0559, -4.6860], [-0.3122, -1.0888, -3.8448], [0.7227, -0.0158, -2.9816], [-0.1357, 2.6540, -4.4045], [0.5899, -0.8209, 0.1240], [0.7451, 0.0880, -0.1330], [-0.1947, -0.7850, 0.6711], [1.4588, -3.4997, 1.3973], [1.5495, -3.7381, 2.3198], [0.6446, -2.9979, 1.3581], [-1.1208, -3.2147, 0.7110], [-1.7808, -3.4368, 1.3677], [-1.6166, -2.8078, 0.0004], [2.2198, -2.6138, -0.9035], [1.9757, -1.8199, -0.4278], [1.9759, -2.4341, -1.8115]],
  "nbo_charge": [-0.247, -0.783, 0.179, 0.182, 0.160, 0.500, -0.258, -0.733, 0.184, 0.167, 0.173, 0.473, -0.280, -0.719, 0.160, 0.192, 0.181, 0.478, -0.628, 0.098, -0.625, -0.709, 0.202, 0.211, 0.203, 0.145, 0.206, 0.240, 0.199, 0.455, -0.636, 0.097, -0.649, -0.746, 0.208, 0.212, 0.215, 0.181, 0.204, 0.224, 0.225, 0.481, -0.986, 0.495, 0.490, -0.938, 0.442, 0.485, -0.949, 0.460, 0.487, -0.943, 0.490, 0.441],
  "homo_energy_ev": -9.17,
  "gap_ev": 9.48,
  "smiles": "CC(C)O.CC(C)O.CO.CO.CO.O.O.O.O",
  "lumo_energy_ev": 0.31,
  "molar_mass_g_mol": 288.38,
  "e_tot_ev": -28342.09157
}